No. 1
The following is a DFT calculation (ωB97M-V with the def2-TZVPD basis set) of a 8-piece molecular cluster, C8H32O8 overall at a distorted geometry.

Atoms and positions in Å:
C1 -17.6796 -16.7429 -27.1263
O1 -18.8042 -16.5353 -26.2334
H1 -17.9791 -16.4854 -28.1468
H2 -16.8223 -16.1060 -26.9192
H3 -17.4063 -17.7949 -27.0956
H4 -19.1255 -17.4207 -26.0437
C2 -14.7406 -10.1689 -23.8926
O2 -15.1588 -9.5641 -25.1104
H5 -13.6653 -10.3674 -23.8625
H6 -14.9090 -9.4400 -23.1019
H7 -15.2962 -11.0753 -23.6548
H8 -15.0424 -10.2301 -25.7956
C3 -21.5247 -14.7180 -27.3738
O3 -20.4500 -15.1544 -28.1882
H9 -21.2715 -14.0865 -26.5196
H10 -22.1437 -14.1002 -28.0315
H11 -22.1701 -15.5288 -27.0249
H12 -19.7773 -15.5067 -27.5812
C4 -20.7773 -16.8108 -22.7510
O4 -21.5065 -17.3311 -21.6550
H13 -21.2527 -15.9548 -23.2172
H14 -19.7551 -16.5531 -22.4632
H15 -20.6838 -17.6083 -23.5013
H16 -21.3041 -18.2504 -21.4939
C5 -15.5672 -11.4505 -20.8888
O5 -14.2948 -12.0662 -20.8430
H17 -15.4238 -10.3893 -21.0686
H18 -16.2436 -11.7904 -21.6830
H19 -16.1531 -11.6777 -19.9938
H20 -14.3179 -12.9030 -21.3128
C6 -17.2958 -13.8693 -24.3443
O6 -18.4384 -14.6817 -24.1683
H21 -16.4482 -14.2236 -23.7361
H22 -16.9751 -13.8861 -25.3937
H23 -17.4667 -12.8312 -24.0438
H24 -18.4995 -15.2554 -24.9553
C7 -14.1517 -16.9562 -24.8164
O7 -14.0874 -17.7190 -26.0330
H25 -14.0618 -17.5579 -23.9212
H26 -13.4111 -16.1555 -24.9172
H27 -15.1173 -16.4303 -24.7902
H28 -14.2552 -17.0608 -26.7157
C8 -15.1912 -14.5919 -28.6411
O8 -14.5174 -15.7956 -29.0450
H29 -15.2735 -14.4704 -27.5540
H30 -14.5805 -13.7268 -28.9306
H31 -16.1249 -14.5882 -29.1960
H32 -13.5724 -15.6341 -28.9773

Force components x, y, z for each atom (eV/Å):
C -0.44 -0.16 -0.59
O 0.83 -0.01 -0.38
H -0.08 -0.17 0.02
H -0.14 -0.04 0.61
H 0.34 0.10 -0.06
H -0.29 0.17 0.24
C 0.24 0.53 0.24
O 0.12 -0.43 0.05
H -0.01 -0.19 -0.21
H -0.21 -0.01 -0.03
H -0.03 -0.07 -0.08
H -0.06 0.20 -0.10
C -0.86 0.45 -0.69
O 0.45 -0.05 0.76
H 0.47 -0.12 0.00
H -0.04 -0.04 0.14
H 0.20 -0.21 0.05
H -0.37 -0.01 -0.23
C 0.83 -1.29 -0.24
O -0.68 0.83 0.30
H -0.29 0.06 0.33
H -0.07 0.28 0.03
H -0.03 0.27 -0.25
H 0.26 -0.13 -0.19
C -0.78 -0.28 -0.13
O 0.07 -0.09 -0.28
H -0.07 0.12 0.44
H 0.48 -0.21 -0.29
H 0.30 0.44 0.30
H -0.06 -0.02 0.07
C 0.47 -0.14 -0.02
O 0.12 0.09 -0.31
H -0.13 -0.08 -0.07
H 0.04 0.21 0.10
H -0.31 -0.11 -0.11
H -0.21 0.06 0.56
C -0.52 0.98 -1.30
O -0.12 0.00 0.63
H 0.32 -0.23 -0.16
H 0.26 -0.20 0.74
H -0.05 -0.19 0.32
H 0.03 -0.32 -0.36
C 1.12 0.21 -0.51
O -0.14 0.19 0.61
H -0.47 -0.46 -0.07
H -0.32 0.00 -0.29
H -0.20 0.21 0.43
H 0.03 -0.12 -0.05

Results
Frontier orbital gap (Ha): 0.3775
SMILES: CO.CO.CO.CO.CO.CO.CO.CO
Highest occupied orbital energy (eV): -10.2
Relative energy (zero: lowest compared OMol25 entry of this formula, charge and spin) (kcal per mole): 96.18

***

No. 2
The following is a DFT calculation (ωB97M-V with the def2-TZVPD basis set) of a 2-piece molecular cluster, C2H8N2 overall at a distorted geometry.

Atoms and positions in Å:
N1 0.0331 2.4581 -1.3213
C1 0.3597 1.2233 -0.7936
N2 1.5396 0.9564 -0.4078
H1 0.8494 3.0332 -1.4614
H2 -0.7917 2.9169 -0.9705
H3 -0.5109 0.5835 -0.6595
H4 1.4821 0.1750 0.2524
C2 -0.5965 -2.2732 1.0910
H5 -0.2507 -2.5274 0.0843
H6 0.2139 -2.4237 1.8043
H7 -1.4556 -2.9046 1.3127
H8 -0.8723 -1.2176 1.0695

Force components x, y, z for each atom (eV/Å):
N 0.61 -0.41 -1.12
C -0.35 0.88 0.93
N -0.13 0.15 0.43
H -0.15 0.25 0.29
H -0.18 -0.17 -0.05
H 0.00 -0.07 0.25
H 0.23 -0.61 -0.76
C 0.08 0.05 -0.44
H 0.12 -0.01 0.04
H 0.01 -0.07 0.07
H -0.09 0.04 0.21
H -0.15 -0.02 0.16

Results
Multiplicity: 2
⟨S²⟩: 0.750
Total charge: -1
Frontier orbital gap (spin up / spin down) (Ha): 0.1071 / 0.3702
Highest occupied orbital energy (spin up / spin down) (eV): 1.3 / -5.7
Relative energy (zero: lowest compared OMol25 entry of this formula, charge and spin) (kcal per mole): 3.54

***

No. 3
The following is a DFT calculation (ωB97M-V with the def2-TZVPD basis set) of C2H3N3S2 as an isolated structure at a distorted geometry.

Atoms and positions in Å:
C1 0.5277 -0.3495 0.1396
C2 1.9565 -0.6393 0.0171
H1 -1.7647 2.1626 0.7824
H2 1.2746 1.3746 0.4855
H3 -2.3343 -2.5167 -1.1590
N1 0.2555 0.9480 0.5221
N2 -0.2544 -1.3369 -0.2225
N3 3.1090 -0.4898 -0.2842
S1 -0.8091 2.0393 -0.3273
S2 -1.9608 -1.1922 0.0463

Force components x, y, z for each atom (eV/Å):
C -1.85 -2.89 -1.59
C 4.84 1.51 -1.86
H 1.52 -0.13 -1.89
H -2.93 -0.40 0.65
H 0.75 2.96 2.86
N 3.60 1.94 -0.05
N 0.25 1.62 1.36
N -5.01 -1.10 1.65
S -1.45 -0.58 2.13
S 0.28 -2.94 -3.26

Results
Frontier orbital gap (Ha): 0.3035
Highest occupied orbital energy (eV): -8.9
Relative energy (zero: lowest compared OMol25 entry of this formula, charge and spin) (kcal per mole): 83.99

***

No. 4
The following is a DFT calculation (ωB97M-V with the def2-TZVPD basis set) of an isolated ion of composition C9H18N3O and charge +1 at a distorted geometry.

Atoms and positions in Å:
C1 2.0315 -2.3675 -0.5895
C2 1.5129 -1.6323 0.6270
C3 -0.5565 2.6031 1.9772
C4 -1.2206 3.1303 0.7314
C5 0.0061 -0.6205 -1.7170
C6 -0.4896 1.1247 1.7854
C7 -1.3430 1.9506 -0.1594
C8 0.1336 -2.1010 -2.0683
C9 -0.3852 -0.4596 -0.2349
N1 3.1424 -2.7749 -0.7265
N2 0.1415 -1.3337 0.7508
N3 -0.3371 0.9785 0.2739
O1 -1.0126 -2.6616 -1.5622
H1 1.6966 -2.2338 1.4811
H2 2.2536 -0.7690 0.6994
H3 0.5230 2.9142 1.9800
H4 -0.9743 2.9434 2.8913
H5 -2.1096 3.8101 0.8585
H6 -0.5055 3.9022 0.1897
H7 0.9775 -0.1760 -2.0041
H8 -0.8146 -0.3490 -2.2782
H9 0.3598 0.8434 2.3158
H10 -1.3764 0.5221 1.9856
H11 -2.3345 1.5417 -0.2096
H12 -0.9929 2.3331 -1.1796
H13 0.5750 -2.5541 -2.9125
H14 -1.4916 -0.6839 -0.2769
H15 3.5635 -3.4932 -1.2891
H16 -0.4557 -2.1880 0.6155
H17 0.6438 1.3394 0.0781
H18 -1.1613 -3.5387 -2.0332

Force components x, y, z for each atom (eV/Å):
C -4.73 0.71 -1.28
C 2.55 0.60 -0.22
C 1.48 0.70 -0.49
C 1.02 4.01 -0.81
C 3.08 -1.32 0.24
C -1.14 -0.40 -0.50
C 0.58 1.47 -4.03
C 1.51 0.56 4.17
C -2.84 -0.21 -0.48
N 2.69 -1.14 0.83
N -1.83 -0.41 -1.19
N 2.43 0.13 1.23
O -0.70 -2.72 -1.54
H 0.85 -0.77 0.76
H -1.28 -0.41 0.29
H -0.95 0.10 0.18
H -0.48 0.01 0.84
H 0.44 -1.40 0.01
H -1.15 -1.49 1.18
H -0.66 0.39 0.07
H -1.60 1.67 -1.47
H 1.22 -1.59 0.64
H 0.11 0.19 0.51
H -0.24 -0.67 0.01
H -1.10 -1.05 0.95
H 0.25 0.22 -1.11
H 1.00 0.42 0.38
H -0.28 0.32 -0.80
H 1.19 0.83 0.62
H -1.48 -0.26 -0.06
H 0.08 1.52 1.11

Results
Total charge: +1
Frontier orbital gap (spin up / spin down) (Ha): 0.2637 / 0.2652
Highest occupied orbital energy (spin up / spin down) (eV): -10.0 / -10.0
Relative energy (zero: lowest compared OMol25 entry of this formula, charge and spin) (kcal per mole): 92.34

***

No. 5
The following is a DFT calculation (ωB97M-V with the def2-TZVPD basis set) of C3H5N3OS as an isolated structure at a distorted geometry.

Atoms and positions in Å:
C1 -0.7567 -0.2101 1.1250
C2 -0.1250 0.9632 1.0277
C3 0.1795 -0.3359 -0.8585
H1 -0.9606 -0.0941 2.8827
H2 0.0565 1.7071 1.8975
H3 1.9987 0.9569 -2.1139
H4 0.3736 -1.5367 -2.4169
H5 -0.9106 -2.0947 -0.1713
N1 0.4764 0.8900 -0.2729
N2 0.5279 -0.5535 -2.0389
N3 -0.6268 -1.0475 0.0188
O1 -1.2762 -0.7817 2.2666
S1 1.0432 2.1370 -1.3460

Force components x, y, z for each atom (eV/Å):
C -0.72 -2.08 1.51
C 0.34 0.68 0.24
C -0.89 0.66 0.71
H -0.67 -0.84 0.60
H -0.19 -1.29 -2.18
H -2.24 2.52 1.63
H 0.04 1.81 0.92
H 0.69 3.33 1.05
N 0.10 0.44 -0.04
N 0.91 -2.68 -2.93
N 0.11 -1.28 -0.50
O 0.59 1.43 -0.35
S 1.92 -2.70 -0.67

Results
Frontier orbital gap (Ha): 0.2923
Highest occupied orbital energy (eV): -7.5
Relative energy (zero: lowest compared OMol25 entry of this formula, charge and spin) (kcal per mole): 82.04

***

No. 6
The following is a DFT calculation (ωB97M-V with the def2-TZVPD basis set) of C40H38Cl2N6O6STi as an isolated structure.

Atoms and positions in Å:
Ti1 0.0844 -0.6987 -0.8615
Cl1 -0.6027 -2.7105 -7.4814
C1 -0.3690 -1.7290 -6.0523
C2 -0.2601 -2.3669 -4.8230
C3 -0.0927 -1.6066 -3.6700
N1 0.0722 -2.0594 -2.3821
C4 0.4740 -3.3548 -2.1092
O1 0.1102 -4.3608 -2.7455
C5 1.4292 -3.3745 -1.0309
C6 1.9969 -4.5778 -0.5820
C7 3.0427 -4.5640 0.2971
C8 3.5356 -3.2960 0.7122
C9 2.8992 -2.1613 0.2762
N2 1.8333 -2.1372 -0.5464
C10 -0.0179 -0.1930 -3.7411
C11 -0.1175 0.4212 -4.9904
C12 -0.2996 -0.3464 -6.1310
Cl2 -0.4326 0.4737 -7.6692
N3 0.1883 0.4343 -2.5331
C13 0.3078 1.8726 -2.5855
O2 1.4372 2.3805 -2.3852
C14 -0.8507 2.6633 -2.8431
C15 -0.7199 4.0862 -2.8760
C16 -1.8091 4.8693 -3.1279
C17 -3.0666 4.2609 -3.3486
C18 -3.1067 2.8701 -3.2970
N4 -2.0784 2.0775 -3.0576
H1 -0.3082 -3.4429 -4.7535
H2 1.5819 -5.4942 -0.9811
H3 3.4942 -5.4837 0.6492
H4 4.3972 -3.2020 1.3612
H5 3.2825 -1.2058 0.6085
H6 -0.0611 1.4968 -5.0757
H7 0.2587 4.5069 -2.6908
H8 -1.7100 5.9502 -3.1461
H9 -3.9614 4.8349 -3.5512
H10 -4.0591 2.3628 -3.4637
C19 2.9594 -0.7280 6.7451
C20 1.7371 -0.5491 5.8515
N5 2.0382 -0.5435 4.4252
C21 1.8061 -1.7878 3.6878
C22 2.5680 -2.9770 4.2534
C23 2.5175 0.6244 3.9133
O3 2.8524 1.5494 4.6485
C24 2.6153 0.7794 2.4288
C25 3.7230 1.4062 1.8660
C26 3.7822 1.5493 0.4945
C27 2.7465 1.0489 -0.2889
N6 1.6779 0.4751 0.2577
C28 1.5948 0.3835 1.5845
H11 2.6603 -0.7118 7.7960
H12 3.6603 0.0865 6.5719
H13 3.4624 -1.6746 6.5470
H14 1.2525 0.3971 6.0951
H15 1.0147 -1.3501 6.0229
H16 2.1116 -1.6592 2.6561
H17 0.7346 -2.0063 3.6722
H18 3.6418 -2.7793 4.2642
H19 2.3884 -3.8377 3.6083
H20 2.2503 -3.2347 5.2658
H21 4.5122 1.7701 2.5119
H22 4.6214 2.0333 0.0145
H23 2.7344 1.1376 -1.3676
H24 0.6795 -0.0520 1.9583
C29 -2.0340 -1.0198 2.3701
C30 -1.4984 -2.0617 1.4072
O4 -2.0712 -3.1328 1.2607
O5 -0.3971 -1.7331 0.7987
H25 -2.9412 -1.3795 2.8513
H26 -2.2232 -0.1010 1.8130
H27 -1.2840 -0.7863 3.1313
C31 -0.8238 1.0824 -0.0279
C32 -1.3266 2.0734 0.4690
C33 -1.9921 3.2394 0.9588
C34 -1.9235 3.6094 2.3068
C35 -2.5778 4.7422 2.7665
C36 -3.3118 5.5322 1.8912
C37 -3.3835 5.1750 0.5492
C38 -2.7353 4.0430 0.0843
H28 -1.3434 2.9969 2.9862
H29 -2.5094 5.0118 3.8144
H30 -3.8198 6.4196 2.2505
H31 -3.9466 5.7850 -0.1477
H32 -2.7845 3.7703 -0.9627
C39 -3.2890 -0.9157 -3.3887
S1 -3.2655 -1.5497 -1.7133
C40 -2.8912 -3.2718 -2.0269
O6 -2.0880 -0.9457 -1.0019
H33 -4.3218 -0.9531 -3.7389
H34 -2.6319 -1.4837 -4.0429
H35 -2.9333 0.1220 -3.3112
H36 -3.7912 -3.7192 -2.4541
H37 -2.6663 -3.7092 -1.0534
H38 -2.0388 -3.3853 -2.6956

Force components x, y, z for each atom (eV/Å):
Ti 0.11 -0.25 0.33
Cl 0.00 0.00 0.00
C -0.01 0.01 -0.02
C -0.01 0.01 0.00
C -0.07 -0.02 0.01
N 0.14 -0.01 -0.04
C -0.09 0.06 -0.02
O 0.03 -0.01 0.00
C 0.05 0.01 0.04
C -0.01 0.01 -0.02
C 0.01 0.00 0.02
C -0.01 -0.01 -0.02
C 0.00 -0.01 0.01
N -0.07 -0.03 -0.02
C 0.04 0.09 0.11
C -0.07 -0.01 0.01
C 0.00 0.00 0.01
Cl 0.00 0.00 0.00
N 0.01 0.12 -0.26
C -0.04 -0.04 0.10
O -0.01 0.04 -0.09
C 0.01 -0.02 -0.05
C -0.01 0.02 -0.01
C 0.01 0.01 -0.06
C 0.01 0.02 -0.09
C 0.00 -0.01 -0.07
N -0.01 -0.02 -0.03
H 0.00 0.00 0.00
H 0.00 0.00 0.00
H 0.00 0.00 0.00
H 0.00 0.00 0.00
H 0.00 0.00 -0.01
H 0.00 0.02 0.01
H 0.00 0.00 0.00
H 0.00 0.00 0.01
H 0.00 0.00 0.00
H 0.00 0.00 0.01
C 0.00 -0.01 0.00
C 0.01 0.01 0.00
N -0.02 0.00 0.00
C 0.00 0.02 0.00
C 0.00 0.00 0.00
C 0.01 0.01 0.01
O -0.01 -0.01 0.00
C -0.02 0.00 0.00
C 0.02 -0.01 0.00
C 0.00 0.00 0.01
C 0.02 -0.03 -0.01
N -0.01 0.00 -0.10
C 0.02 -0.02 0.02
H 0.00 0.00 0.00
H 0.00 0.00 0.00
H 0.00 0.01 0.00
H 0.00 0.00 0.00
H 0.00 0.00 0.00
H -0.02 0.02 0.01
H -0.02 0.00 0.00
H 0.00 0.00 0.00
H 0.00 0.00 0.00
H 0.00 0.00 0.00
H 0.00 0.00 0.00
H 0.00 0.00 0.00
H 0.01 -0.02 0.01
H -0.01 -0.01 0.01
C 0.00 -0.01 0.00
C 0.02 -0.04 0.02
O -0.02 0.01 -0.04
O -0.01 0.08 0.03
H 0.00 0.00 0.00
H 0.00 0.01 0.00
H 0.02 0.00 0.00
C -0.02 0.05 0.05
C -0.02 -0.04 0.00
C 0.00 0.05 0.04
C 0.01 -0.01 0.00
C 0.00 0.01 0.00
C 0.00 0.00 0.00
C 0.01 -0.01 0.01
C 0.03 -0.05 0.01
H 0.00 0.00 0.00
H 0.00 0.00 0.00
H 0.00 0.00 0.00
H 0.00 0.00 -0.02
H -0.03 0.02 0.16
C 0.02 0.03 -0.01
S -0.01 -0.01 0.07
C 0.01 0.01 -0.02
O -0.01 -0.03 -0.14
H 0.00 0.00 0.00
H 0.03 0.00 -0.01
H 0.01 -0.02 0.00
H 0.00 -0.01 0.00
H -0.01 0.00 0.01
H -0.03 0.00 0.03

Results
Multiplicity: 3
⟨S²⟩: 2.045
Total charge: -2
Frontier orbital gap (spin up / spin down) (Ha): 0.1415 / 0.2229
Highest occupied orbital energy (spin up / spin down) (eV): 0.2 / -2.0
Relative energy (zero: lowest compared OMol25 entry of this formula, charge and spin) (kcal per mole): 0.16